## w
Entry from OMol25: a gas-phase ion, C4H6N3 (charge +1) (wB97M-V/def2-TZVPD).

* HOMO level: -0.50335 hartree
* total charge: +1
* molecular weight: 96.11 g mol⁻¹

Geometry as XYZ:
```
13
C4H6N3 (wB97M-V/def2-TZVPD)
H 1.321 -0.028 2.671
N 0.698 0.052 1.895
C 0.848 0.309 0.602
C 2.374 0.263 0.430
N 3.494 0.123 0.814
N -0.137 0.509 -0.296
C -1.307 0.419 -0.883
C -2.194 -0.664 -1.154
H 4.425 0.303 0.781
H -1.653 1.387 -1.157
H -1.981 -1.691 -0.841
H -2.761 -0.477 -2.220
H -3.128 -0.504 -0.641
```

## x
Entry from OMol25: a molecular structure, C4H6N3 (wB97M-V/def2-TZVPD).

* HOMO level: -0.55822 hartree
* total charge: +1
* molecular weight: 96.11 g mol⁻¹

Geometry as XYZ:
```
13
C4H6N3 (wB97M-V/def2-TZVPD)
C 4.566 -0.093 -0.284
C -0.119 -0.164 -0.085
C -2.494 -0.711 0.170
C -2.371 0.711 -0.141
N 3.465 -0.020 0.020
N -1.349 -0.209 -0.508
N 0.986 0.005 0.319
H 5.552 0.083 -0.395
H -2.254 -0.842 1.286
H -3.046 -1.471 -0.347
H -2.795 1.223 -0.890
H -2.253 1.444 0.656
H 2.113 0.045 0.200
```

## y
Entry from OMol25: a gas-phase ion, C4H6N3 (charge +1) (wB97M-V/def2-TZVPD).

* HOMO level: -0.55557 hartree
* total charge: +1
* molecular weight: 96.11 g mol⁻¹

Geometry as XYZ:
```
13
C4H6N3 (wB97M-V/def2-TZVPD)
H 0.935 2.059 1.366
N 0.116 1.687 0.878
C 0.214 0.802 0.035
C 1.239 -0.187 -0.352
C 0.380 -1.465 -0.587
N -0.822 -1.574 -0.122
C -1.557 -0.468 0.248
N -1.136 0.658 -0.334
H 2.039 -0.332 0.412
H 1.698 0.099 -1.332
H 0.812 -2.355 -1.041
H -2.391 -0.439 0.868
H -1.527 1.516 -0.040
```

## z
Entry from OMol25: a gas-phase ion, C4H6N3 (charge +1) (wB97M-V/def2-TZVPD).

* HOMO level (alpha / beta): -0.51064 / -0.53084 hartree
* total charge: +1
* molecular weight: 96.11 g mol⁻¹

Geometry as XYZ:
```
13
C4H6N3 (wB97M-V/def2-TZVPD)
C 1.289 -1.127 -0.254
C 1.115 0.165 -0.346
C 1.436 2.605 -0.381
C -0.875 -1.678 0.455
N 0.441 -1.986 0.256
N 1.213 1.346 -0.355
N -1.381 -0.457 0.252
H 2.228 -1.470 -0.583
H 2.281 2.757 -1.022
H 0.624 3.093 0.021
H -1.379 -2.556 -0.082
H -1.020 -2.050 1.557
H -2.466 -0.559 0.200
```

Which structure is the most stable? The one labeled y.

## w
Entry from OMol25: a gas-phase ion, C4H6N3 (charge +1) (wB97M-V/def2-TZVPD).

* HOMO level (alpha / beta): -0.60015 / -0.62333 hartree
* total charge: +1
* molecular weight: 96.11 g mol⁻¹

Geometry as XYZ:
```
13
C4H6N3 (wB97M-V/def2-TZVPD)
C -1.797 0.145 -0.200
C -0.643 -0.765 0.155
C 0.710 -0.295 0.061
N 1.790 -1.087 0.002
N 2.797 -0.367 -0.166
N 2.637 0.883 0.064
C 1.381 1.162 0.051
H -1.488 1.087 -0.643
H -2.484 -0.365 -0.876
H -2.393 0.363 0.691
H -0.785 -1.209 1.160
H -0.673 -1.686 -0.460
H 0.946 2.134 0.161
```

## x
Entry from OMol25: a gas-phase ion, C4H6N3 (charge +1) (wB97M-V/def2-TZVPD).

* HOMO level: -0.48710 hartree
* total charge: +1
* molecular weight: 96.11 g mol⁻¹

Geometry as XYZ:
```
13
C4H6N3 (wB97M-V/def2-TZVPD)
H -2.280 -2.734 -2.168
N -2.105 -2.442 -1.236
N -0.936 -2.296 -0.930
C -0.313 -1.767 0.106
C -0.151 -0.445 0.402
N 0.301 0.671 0.330
C 0.360 1.895 1.043
C 1.183 1.670 -0.212
H 0.187 -2.656 0.744
H 0.819 1.851 2.044
H -0.642 2.493 0.998
H 1.323 2.317 -1.151
H 2.256 1.443 0.029
```

Which structure is the most stable? The one labeled w.

## w
Entry from OMol25: a single C11H11NOS molecule (wB97M-V/def2-TZVPD).

* HOMO level: -0.32659 hartree
* molecular weight: 205.28 g mol⁻¹

Geometry as XYZ:
```
25
C11H11NOS (wB97M-V/def2-TZVPD)
C 4.218 -1.135 0.222
C 3.095 -0.646 0.837
C 1.896 -0.339 0.089
C 2.034 -0.113 -1.344
C 0.771 -0.375 0.790
C -0.836 -0.297 0.159
C -0.883 -1.431 -0.788
N -0.945 -2.303 -1.527
S -1.045 1.183 -0.938
C -2.640 1.489 -0.226
C -3.566 2.166 -0.866
C -2.884 0.785 1.117
C -1.885 -0.367 1.163
O -1.849 -1.171 2.040
H 5.037 -1.222 0.765
H 4.223 -1.365 -0.785
H 3.169 -0.677 1.935
H 2.795 0.554 -1.839
H 1.047 0.433 -1.661
H 1.979 -1.069 -1.953
H 0.602 -0.640 1.875
H -3.468 2.707 -1.773
H -4.568 2.147 -0.390
H -2.443 1.355 1.913
H -3.855 0.330 1.184
```

## x
Entry from OMol25: a molecular structure, C11H11NOS (wB97M-V/def2-TZVPD).

* HOMO level: -0.31805 hartree
* molecular weight: 205.28 g mol⁻¹

Geometry as XYZ:
```
25
C11H11NOS (wB97M-V/def2-TZVPD)
C -2.176 -1.059 0.042
C -0.780 2.167 -1.718
C -1.762 1.450 0.338
C -0.625 2.967 -2.781
C 2.430 -2.535 2.139
C 1.950 -1.378 1.754
C 0.130 -0.227 0.881
C 0.932 -1.242 0.652
C -0.917 2.550 -0.253
C -1.440 0.114 -0.204
C 0.946 -2.234 -0.421
N -2.880 -1.854 0.429
O -2.722 1.552 1.018
S -0.924 0.431 -1.924
H -0.581 2.553 -3.709
H -0.521 4.042 -2.686
H 3.112 -2.691 3.054
H 2.369 -3.276 1.431
H 2.304 -0.354 2.165
H 0.317 0.479 1.734
H -0.049 2.768 0.251
H -1.643 3.445 -0.234
H 1.937 -2.567 -0.877
H 0.180 -2.050 -1.175
H 0.413 -3.051 0.091
```

Which structure is the most stable? The one labeled w.

## w
Entry from OMol25: a molecular structure, C30H36IrN2O4Te (wB97M-V/def2-TZVPD).

* HOMO level (alpha / beta): -0.24281 / -0.27852 hartree
* 2S+1: 6
* molecular weight: 808.45 g mol⁻¹

Geometry as XYZ:
```
74
C30H36IrN2O4Te (wB97M-V/def2-TZVPD)
Ir 0.261 -0.038 -0.600
O 2.428 0.217 -1.223
C 2.927 0.901 -2.162
C 4.199 0.507 -2.686
C 4.825 1.218 -3.663
C 4.233 2.384 -4.206
C 3.010 2.785 -3.756
C 2.309 2.075 -2.749
C 1.012 2.543 -2.445
N 0.189 2.050 -1.557
N -0.986 2.637 -1.462
C -1.849 2.040 -0.614
O -1.592 1.055 0.118
C -3.196 2.656 -0.531
C -4.052 2.263 0.494
C -5.324 2.803 0.579
C -5.751 3.726 -0.366
C -4.904 4.109 -1.397
C -3.627 3.579 -1.482
H 4.646 -0.385 -2.266
H 5.784 0.882 -4.036
H 4.736 2.937 -4.988
H 2.534 3.663 -4.178
H 0.652 3.387 -3.038
H -3.702 1.529 1.208
H -5.984 2.493 1.379
H -6.748 4.143 -0.302
H -5.242 4.818 -2.141
H -2.955 3.858 -2.281
C 0.268 -4.488 6.503
C 0.385 -3.770 5.186
C 1.459 -2.930 4.914
C 1.627 -2.344 3.667
C 2.776 -1.406 3.414
C 0.693 -2.619 2.660
Te 1.197 -2.150 0.650
C -0.452 -3.370 2.941
C -1.542 -3.580 1.922
C -0.579 -3.941 4.202
H 1.092 -4.226 7.165
H 0.290 -5.567 6.341
H -0.673 -4.247 7.000
H 2.192 -2.736 5.690
H 3.374 -1.263 4.314
H 2.398 -0.437 3.082
H 3.425 -1.787 2.621
H -1.498 -2.820 1.141
H -2.520 -3.520 2.400
H -1.458 -4.560 1.448
H -1.454 -4.549 4.416
C -2.314 -1.680 -3.709
C -0.972 -1.929 -3.002
C -1.107 -3.162 -2.097
C 0.114 -2.197 -4.054
O -0.646 -0.781 -2.291
H -2.646 -2.576 -4.237
H -2.211 -0.858 -4.419
H -3.066 -1.398 -2.970
H -1.496 -4.013 -2.660
H -1.791 -2.939 -1.276
H -0.137 -3.440 -1.682
H -0.093 -3.123 -4.594
H 1.088 -2.277 -3.566
H 0.155 -1.369 -4.765
C 2.893 2.949 1.204
C 1.467 2.514 1.418
C 0.454 3.607 1.628
O 1.162 1.339 1.396
H 3.162 3.789 1.842
H 2.995 3.265 0.161
H 3.570 2.113 1.371
H 0.853 4.406 2.250
H -0.456 3.202 2.069
H 0.192 4.034 0.657
```

## x
Entry from OMol25: a molecular structure, C30H36IrN2O4Te (wB97M-V/def2-TZVPD).

* HOMO level (alpha / beta): -0.26791 / -0.28011 hartree
* 2S+1: 6
* molecular weight: 808.45 g mol⁻¹

Geometry as XYZ:
```
74
C30H36IrN2O4Te (wB97M-V/def2-TZVPD)
Ir 0.891 0.666 0.155
O 0.151 2.315 -1.095
C -0.964 2.926 -0.842
C -1.770 3.361 -1.925
C -2.950 4.028 -1.722
C -3.405 4.292 -0.422
C -2.651 3.884 0.648
C -1.429 3.205 0.480
C -0.685 2.870 1.649
N 0.423 2.204 1.662
N 1.051 2.063 2.847
C 2.061 1.222 2.802
O 2.436 0.579 1.758
C 2.794 1.001 4.077
C 2.366 1.591 5.266
C 3.006 1.297 6.458
C 4.078 0.414 6.475
C 4.517 -0.161 5.292
C 3.878 0.129 4.097
H -1.412 3.146 -2.925
H -3.536 4.350 -2.574
H -4.342 4.812 -0.271
H -2.993 4.079 1.658
H -1.060 3.233 2.605
H 1.530 2.274 5.234
H 2.664 1.748 7.380
H 4.569 0.170 7.408
H 5.355 -0.847 5.302
H 4.207 -0.321 3.169
C -2.174 -4.541 -6.018
C -1.911 -3.539 -4.927
C -0.950 -3.767 -3.952
C -0.734 -2.861 -2.920
C 0.327 -3.134 -1.886
C -1.510 -1.697 -2.858
Te -1.410 -0.415 -1.150
C -2.458 -1.429 -3.856
C -3.271 -0.160 -3.846
C -2.640 -2.355 -4.873
H -1.463 -5.364 -5.977
H -2.107 -4.069 -6.999
H -3.181 -4.950 -5.917
H -0.355 -4.673 -3.993
H 0.916 -4.013 -2.148
H -0.124 -3.305 -0.905
H 0.996 -2.277 -1.793
H -2.637 0.702 -3.635
H -4.039 -0.196 -3.069
H -3.760 -0.006 -4.807
H -3.373 -2.152 -5.648
C -1.694 -0.312 3.501
C -1.072 -1.107 2.342
C 0.272 -1.692 2.791
C -2.008 -2.259 1.950
O -0.941 -0.239 1.245
H -1.789 -0.939 4.390
H -2.680 0.054 3.209
H -1.055 0.541 3.735
H 0.120 -2.519 3.486
H 0.871 -0.932 3.288
H 0.825 -2.057 1.921
H -2.183 -2.923 2.798
H -1.556 -2.831 1.135
H -2.961 -1.856 1.602
C 2.667 1.650 -3.147
C 2.898 0.823 -1.923
C 4.128 1.115 -1.116
O 2.101 -0.054 -1.588
H 3.569 1.693 -3.758
H 2.428 2.668 -2.830
H 1.831 1.260 -3.722
H 5.015 0.871 -1.704
H 4.121 0.539 -0.192
H 4.170 2.179 -0.879
```

Which structure is the most stable? The one labeled w.

## w
Entry from OMol25: a single C3H7NO3 molecule (wB97M-V/def2-TZVPD).

* HOMO level: -0.35716 hartree
* molecular weight: 105.09 g mol⁻¹

Geometry as XYZ:
```
14
C3H7NO3 (wB97M-V/def2-TZVPD)
N -0.031 1.349 -0.774
C -0.033 0.305 0.228
C 1.091 -0.707 -0.041
O 2.335 -0.076 -0.222
C -1.337 -0.506 0.211
O -1.499 -1.589 0.695
O -2.365 0.171 -0.373
H 0.877 1.801 -0.695
H -0.742 2.043 -0.558
H 0.001 0.619 1.282
H 1.070 -1.404 0.805
H 0.871 -1.362 -0.887
H 2.885 -0.200 0.571
H -3.122 -0.445 -0.242
```

## x
Entry from OMol25: a single C3H7NO3 molecule (wB97M-V/def2-TZVPD).

* HOMO level: -0.36510 hartree
* molecular weight: 105.09 g mol⁻¹

Geometry as XYZ:
```
14
C3H7NO3 (wB97M-V/def2-TZVPD)
H 1.296 0.087 1.837
N 1.131 -0.549 1.065
C 0.580 -0.076 0.071
C -0.359 1.006 -0.266
O 0.060 2.024 0.824
O -1.115 2.676 1.315
O 0.178 -0.854 -1.157
C 0.149 -2.257 -0.980
H -0.138 1.512 -1.207
H -1.404 0.735 -0.112
H -0.859 3.603 1.414
H -0.714 -2.574 -0.387
H 0.147 -2.732 -1.960
H 1.047 -2.601 -0.456
```

## y
Entry from OMol25: 2 unconnected molecules or ions with the total composition C3H7NO3 (wB97M-V/def2-TZVPD).

* HOMO level: -0.36335 hartree
* molecular weight: 105.09 g mol⁻¹

Geometry as XYZ:
```
14
C3H7NO3 (wB97M-V/def2-TZVPD)
C 0.729 0.921 0.961
C -0.718 0.743 1.464
O -1.304 1.644 2.057
N -1.469 -0.300 0.963
C -0.908 -1.149 -0.119
O -1.780 -1.680 -0.741
H 1.346 0.075 1.011
H 0.583 0.913 -0.054
H 0.961 1.827 1.417
H -2.470 -0.286 0.987
H 0.131 -1.246 -0.269
O 1.531 -0.252 -2.254
H 1.166 -0.284 -3.150
H 2.202 -0.925 -2.274
```

## z
Entry from OMol25: a single C3H7NO3 molecule (wB97M-V/def2-TZVPD).

* HOMO level: -0.37072 hartree
* molecular weight: 105.09 g mol⁻¹

Geometry as XYZ:
```
14
C3H7NO3 (wB97M-V/def2-TZVPD)
N -1.041 0.009 -1.019
C -0.252 -0.132 0.242
C 0.098 1.268 0.760
O -1.018 2.087 0.731
C 0.977 -0.994 0.137
O 1.999 -0.874 0.746
O 0.796 -2.004 -0.751
H -0.459 -0.341 -1.778
H -1.808 -0.649 -0.989
H -0.933 -0.618 0.945
H 0.471 1.139 1.772
H 0.922 1.596 0.128
H -1.377 2.019 -0.166
H 1.625 -2.506 -0.758
```

Which structure is the most stable? The one labeled z.

## w
Entry from OMol25: 2 unconnected molecules or ions with the total composition C3H7NO3 (wB97M-V/def2-TZVPD).

* HOMO level: -0.36522 hartree
* molecular weight: 105.09 g mol⁻¹

Geometry as XYZ:
```
14
C3H7NO3 (wB97M-V/def2-TZVPD)
O 0.721 -0.443 2.140
C 1.370 0.289 1.438
C 0.611 1.123 0.414
N -0.066 0.370 -0.605
C -0.746 1.133 -1.553
O -0.698 2.342 -1.597
H 2.462 0.172 1.394
H -0.090 1.738 0.987
H 1.295 1.831 -0.058
H -0.720 -0.372 -0.359
H -1.226 0.579 -2.375
O -1.102 -2.612 0.342
H -0.288 -3.156 0.282
H -1.523 -2.994 -0.453
```

## x
Entry from OMol25: 2 unconnected molecules or ions with the total composition C3H7NO3 (wB97M-V/def2-TZVPD).

* HOMO level: -0.30630 hartree
* molecular weight: 105.09 g mol⁻¹

Geometry as XYZ:
```
14
C3H7NO3 (wB97M-V/def2-TZVPD)
O -0.019 1.491 1.915
C -0.040 0.355 1.598
O 0.579 1.060 -2.218
C -0.744 0.038 0.225
C 0.865 -0.151 0.052
O 0.998 -1.505 0.235
N -1.338 -1.098 0.089
H -0.068 -0.415 2.381
H -1.266 0.886 -0.206
H 0.876 -0.070 -1.100
H 1.671 0.553 0.238
H 0.118 -1.881 -0.048
H 0.660 1.702 -2.924
H -2.291 -0.965 -0.235
```

Which structure is the most stable? The one labeled w.